The following is a DFT calculation (ωB97M-V/def2-TZVPD) of a molecular structure, C33H21BrN9OPd in a non-equilibrium geometry.

molar mass = 745.917 g/mol
E = -123516.115 eV
HOMO-LUMO gap = 5.4 eV

ORCA input file:
```
! RIJCOSX wB97M-V def2-TZVPD def2/J DEFGRID3
* xyz 3 1
Pd 0.07 -1.43 -0.71
C -0.46 -2.00 -4.97
C 0.05 -1.52 -3.76
N -0.60 -1.74 -2.63
C -1.75 -2.46 -2.67
C -2.23 -2.91 -3.89
N -1.59 -2.68 -5.03
C -2.34 -2.78 -1.35
C -3.52 -3.44 -1.11
C -3.90 -3.75 0.21
C -2.99 -3.42 1.23
C -1.82 -2.76 0.93
N -1.55 -2.41 -0.33
C -0.72 -2.43 1.86
C -0.63 -2.87 3.17
N 0.45 -2.65 3.92
C 1.45 -1.99 3.36
C 1.38 -1.51 2.06
N 0.30 -1.72 1.32
C -5.18 -4.42 0.51
C -5.54 -4.78 1.81
C -6.75 -5.41 2.03
N -7.61 -5.70 1.07
C -7.28 -5.36 -0.17
C -6.10 -4.72 -0.50
H 0.07 -1.82 -5.90
H 0.96 -0.95 -3.72
H -3.14 -3.49 -3.95
H -4.15 -3.73 -1.94
H -3.20 -3.69 2.26
H -1.43 -3.44 3.62
H 2.34 -1.83 3.96
H 2.20 -0.96 1.61
H -4.90 -4.58 2.66
H -7.04 -5.70 3.04
H -8.00 -5.61 -0.95
H -5.93 -4.48 -1.54
Br 7.50 7.09 3.94
C 6.40 6.61 2.55
C 6.67 7.11 1.26
C 5.85 6.74 0.23
C 4.78 5.83 0.47
C 4.50 5.37 1.79
C 5.30 5.76 2.81
N 4.04 5.53 -0.60
N 3.12 4.73 -0.69
C 2.82 3.49 -0.75
C 3.85 2.48 -1.03
C 3.54 1.19 -1.17
C 2.16 0.72 -1.00
O 1.92 -0.48 -1.11
C 1.09 1.73 -0.77
N -0.15 1.25 -0.70
C -1.14 2.13 -0.61
C -0.94 3.51 -0.59
C 0.35 3.99 -0.63
C 1.41 3.08 -0.71
H 7.50 7.77 1.10
H 6.00 7.11 -0.78
H 3.64 4.73 1.97
H 5.11 5.44 3.82
H 4.87 2.82 -1.15
H 4.28 0.44 -1.40
H -2.15 1.73 -0.55
H -1.78 4.18 -0.55
H 0.55 5.06 -0.62
*
```

The following is a DFT calculation (ωB97M-V/def2-TZVPD) of C7H19PSi2 in the gas phase in a non-equilibrium geometry.

molar mass = 190.375 g/mol
structure (SMILES) = C[Si](C)(C)/C=P/[Si](C)(C)C
E = -32609.989 eV
HOMO-LUMO gap = 7.9 eV

ORCA input file:
```
! RIJCOSX wB97M-V def2-TZVPD def2/J DEFGRID3
* xyz 0 1
C 0.63 0.14 0.17
C 3.70 0.46 1.09
C 1.71 -2.02 2.02
C 2.75 -1.82 -0.86
C -2.49 0.09 -1.73
C -3.98 1.69 0.53
C -1.23 2.73 -0.91
Si 2.27 -0.82 0.73
Si -2.17 1.24 -0.18
P -0.89 -0.14 1.10
H 0.60 0.30 -0.87
H 3.77 1.28 0.29
H 3.36 0.96 2.02
H 4.72 -0.03 1.02
H 2.49 -2.63 2.39
H 1.26 -1.55 2.81
H 0.85 -2.56 1.54
H 3.86 -1.76 -1.17
H 2.37 -2.85 -0.91
H 2.35 -1.36 -1.74
H -2.79 0.57 -2.76
H -1.52 -0.43 -1.94
H -3.14 -0.76 -1.48
H -4.48 0.80 1.04
H -4.03 2.54 1.26
H -4.82 1.78 -0.31
H -1.14 3.50 -0.19
H -0.17 2.36 -0.98
H -1.58 3.07 -1.88
*
```

The following is a DFT calculation (ωB97M-V/def2-TZVPD) of a molecular structure, C4H15NO2S in a non-equilibrium geometry.

molar mass = 141.236 g/mol
E = -20808.304 eV
HOMO-LUMO gap = 8.6 eV

ORCA input file:
```
! RIJCOSX wB97M-V def2-TZVPD def2/J DEFGRID3
* xyz 0 1
C -0.48 -2.20 0.29
C 0.93 -1.84 0.77
C 1.83 -1.13 -0.19
S 1.31 0.91 -0.29
C 2.94 1.54 0.24
N -1.42 -1.09 0.30
H -0.37 -2.63 -0.69
H -0.87 -3.01 0.91
H 0.84 -1.29 1.70
H 1.43 -2.78 1.04
H 1.45 -0.57 -1.03
H 2.61 -1.69 -0.70
H 3.68 1.32 -0.52
H 3.18 1.07 1.19
H 2.88 2.61 0.40
H -1.00 -0.28 0.77
H -1.62 -0.72 -0.64
H -3.18 -0.14 0.96
H -3.25 1.09 0.10
O -3.75 0.65 0.80
H -0.84 1.41 -1.11
H -1.87 2.05 -2.08
O -1.80 1.50 -1.29
*
```